This record from the OMol25 dataset describes a molecular structure, C20H36NOP2W at a distorted geometry. The level of theory is ωB97M-V/def2-TZVPD.

Summary:
Net charge   +2
E_tot   -1662.49781 Eh
Energy above the lowest of the compared OMol25 structures with the same formula, charge and spin   2.252 eV
Orbital gap (spin up / spin down)   4.97 / 5.42 eV
2S+1   4
Maximum force   0.06105 hartree/bohr

Each line ends with the Löwdin spin population.
Atoms and positions in Å:
P -0.52 -1.84 -1.41  -0.02
P 1.42 0.25 -1.16  0.02
C 0.23 -1.35 -3.04  0.01
C 1.60 -0.65 -2.76  0.03
H -0.50 -0.71 -3.57  0.00
H 0.32 -2.24 -3.68  0.00
H 2.42 -1.36 -2.80  0.00
H 1.74 0.12 -3.54  0.00
C 0.54 1.67 -2.05  0.01
H 0.40 2.57 -1.44  0.00
H -0.44 1.35 -2.41  0.00
H 1.17 1.98 -2.91  0.00
C 2.70 1.56 -0.58  0.04
H 2.78 2.21 -1.47  -0.01
H 3.72 1.26 -0.27  0.02
H 2.23 2.19 0.21  0.01
C -2.09 -2.72 -1.92  -0.01
H -2.29 -3.57 -1.24  0.00
H -2.10 -3.10 -2.95  0.00
H -2.97 -2.06 -1.84  0.00
C 0.39 -3.25 -0.74  0.03
H 1.48 -3.04 -0.66  0.02
H 0.26 -4.15 -1.36  0.00
H 0.02 -3.41 0.29  0.00
W 2.83 -1.04 0.24  2.72
C -2.24 3.41 -0.74  0.00
C -2.60 2.86 -1.88  0.00
C -3.26 1.55 -2.16  0.00
C -3.31 0.47 -1.01  0.01
C -2.07 -0.08 -0.45  0.03
C -1.03 0.64 0.07  -0.04
C -0.94 1.83 0.88  -0.01
C -2.01 2.90 0.64  0.00
C 3.81 -3.07 0.62  -0.01
H -2.03 4.49 -0.78  0.00
H -2.50 3.48 -2.79  0.00
H -2.76 1.11 -3.05  0.00
H -4.31 1.74 -2.44  0.00
H -3.94 0.86 -0.20  0.00
H -3.83 -0.38 -1.46  0.00
H -2.25 -1.04 0.07  -0.01
H -0.21 -0.03 0.42  -0.01
H 0.11 2.23 0.87  0.00
H -1.16 1.45 1.89  0.00
H -2.96 2.50 1.04  0.00
H -1.69 3.77 1.22  0.00
H 4.75 -3.09 1.20  0.00
H 3.95 -3.60 -0.32  0.00
H 3.00 -3.54 1.21  0.02
O 2.68 -0.05 2.05  0.10
N 1.98 -0.26 3.15  0.01
C 0.71 -0.72 3.07  0.02
C -0.13 -0.51 4.14  0.00
C 0.28 0.18 5.28  0.01
C 1.64 0.46 5.38  0.00
C 2.49 0.19 4.33  0.00
H 0.42 -1.19 2.12  0.01
H -1.13 -0.86 4.00  0.00
H -0.44 0.50 6.02  0.00
H 2.05 0.85 6.30  0.00
H 3.57 0.27 4.39  0.00